[1]
{"formula": "C6H12O", "method": "the ωB97M-V functional and the def2-TZVPD basis", "species": ["C", "C", "C", "C", "C", "C", "H", "H", "H", "H", "H", "H", "H", "H", "H", "H", "O", "H", "H"], "xyz": [[0.7811, 2.4261, -0.0582], [-0.3382, 1.7207, -0.3619], [-0.3407, 0.2231, -0.4258], [-1.7294, -0.3495, -0.7296], [0.7186, -0.6110, -0.4937], [0.5651, -1.9941, -1.0358], [1.8443, 2.0038, -0.0551], [0.6664, 3.5022, 0.1375], [-1.2904, 2.2211, -0.3663], [-2.5225, 0.0486, -0.0570], [-2.0316, -0.1154, -1.7626], [-1.7101, -1.4090, -0.5131], [1.7696, -0.2904, -0.2170], [-0.3093, -2.1142, -1.6401], [1.4396, -2.2395, -1.6670], [0.4476, -2.6105, -0.1541], [0.5028, -0.7502, 2.4866], [0.0290, -0.9061, 3.2713], [-0.2937, -0.5818, 1.7596]], "spin_multiplicity": 1, "smiles": "C=C/C(C)=C/C.O"}



[2]
{"formula": "C6H12O", "method": "the ωB97M-V functional and the def2-TZVPD basis", "species": ["C", "C", "C", "C", "C", "C", "H", "H", "H", "H", "H", "H", "H", "H", "H", "H", "O", "H", "H"], "xyz": [[2.0862, 0.6656, -0.4075], [1.0412, 1.1553, 0.2902], [-0.3833, 0.6367, 0.4776], [-1.3153, 1.6630, 0.9508], [-0.4568, -0.7889, 0.5414], [-1.6827, -1.4784, 1.0451], [2.0208, -0.3021, -0.9155], [3.0866, 0.9924, -0.2725], [1.1520, 2.2472, 0.6551], [-0.9506, 2.6397, 0.6461], [-1.1862, 1.7090, 2.0297], [-2.4020, 1.5941, 0.7578], [0.4546, -1.3693, 0.2364], [-2.1081, -2.0316, 0.1551], [-2.4695, -0.7198, 1.3096], [-1.7012, -2.1707, 1.8451], [1.3157, -1.3510, -2.8499], [2.3008, -1.2335, -2.8359], [1.1981, -1.8578, -3.6588]], "spin_multiplicity": 1, "smiles": "C=C/C(C)=C/C.O"}



[3]
{"formula": "C6H12O", "method": "the ωB97M-V functional and the def2-TZVPD basis", "species": ["C", "C", "C", "C", "C", "C", "H", "H", "H", "H", "H", "H", "H", "H", "H", "H", "O", "H", "H"], "xyz": [[-1.9691, -0.0441, -0.0077], [-0.5181, -0.4449, 0.2424], [0.7046, 0.4502, 0.4397], [0.5828, 1.2516, -0.8077], [0.4918, -0.2467, -0.8296], [1.2439, -1.2961, -1.5692], [-2.3129, -0.6187, -0.8764], [-2.0979, 1.0120, -0.2580], [-2.6394, -0.2794, 0.8241], [-0.4362, -1.4115, 0.7520], [1.5471, 0.4029, 1.1195], [-0.2917, 1.8892, -0.9324], [1.5003, 1.6829, -1.2060], [1.4097, -2.1597, -0.9120], [0.6563, -1.6307, -2.4323], [2.2134, -0.9240, -1.9169], [-0.1626, 1.0905, 3.0215], [-0.4277, 0.8498, 2.1226], [0.5057, 0.4267, 3.2265]], "spin_multiplicity": 1, "smiles": "C[C@@H]1[C@@H]2C[C@@]12C.O"}



[4]
{"formula": "C6H12O", "method": "the ωB97M-V functional and the def2-TZVPD basis", "species": ["C", "C", "C", "C", "O", "C", "C", "H", "H", "H", "H", "H", "H", "H", "H", "H", "H", "H", "H"], "xyz": [[-2.3485, -1.2178, -0.3498], [-1.2299, -0.2022, -0.5845], [-1.6794, 1.2175, -0.2056], [-0.0830, -0.5018, 0.3509], [1.0105, -0.5606, -0.3631], [2.2288, -0.6332, 0.4086], [2.7580, 0.7775, 0.5587], [-3.2276, -0.9728, -0.9561], [-2.0260, -2.2308, -0.6146], [-2.6408, -1.2228, 0.7058], [-0.9159, -0.2165, -1.6399], [-1.9475, 1.2594, 0.8558], [-2.5511, 1.5156, -0.7987], [-0.8827, 1.9499, -0.3808], [1.9846, -1.0843, 1.3736], [2.9107, -1.2790, -0.1518], [1.9936, 1.3918, 1.0461], [2.9793, 1.2122, -0.4215], [3.6668, 0.7980, 1.1669]], "spin_multiplicity": 1}



[5]
{"formula": "C6H12O", "method": "the ωB97M-V functional and the def2-TZVPD basis", "species": ["C", "C", "C", "C", "C", "C", "H", "H", "H", "H", "H", "H", "H", "H", "H", "H", "H", "H", "O"], "xyz": [[1.7587, 0.7187, 0.1501], [0.3476, 0.6713, -0.4628], [-0.0007, -0.5455, -0.9601], [-1.9612, 1.6184, -0.6170], [-0.6425, 1.6304, -0.0774], [-0.4292, 2.4087, 1.1876], [1.8759, 1.6094, 0.7611], [1.8523, -0.2068, 0.7461], [2.6770, 0.6889, -0.4350], [-0.6122, -0.4709, -1.8686], [0.2518, -1.5384, -0.6184], [-2.1911, 2.4670, -1.2507], [-2.6382, 0.7737, -0.5891], [-0.2692, 1.7539, 2.0544], [0.4967, 3.0123, 1.1894], [-1.1696, 3.1870, 1.3456], [0.0340, -6.3375, 0.5015], [0.0468, -5.4625, -0.8426], [0.5731, -5.9780, -0.2140]], "total_charge": 1, "spin_multiplicity": 2, "s2": 0.7916}



[6]
{"formula": "C6H12O", "method": "the ωB97M-V functional and the def2-TZVPD basis", "species": ["O", "C", "C", "C", "C", "C", "C", "H", "H", "H", "H", "H", "H", "H", "H", "H", "H", "H", "H"], "xyz": [[2.1493, 1.1985, 0.2885], [2.1594, 0.2081, -0.6494], [0.7074, -0.0817, -1.1053], [-0.3221, -0.2136, -0.0663], [0.1697, -0.5416, 1.3225], [-1.7705, -0.3708, -0.5404], [-2.8011, -0.1406, 0.5408], [2.7930, 0.4422, -1.4932], [2.6173, -0.7675, -0.3097], [0.4529, -0.1615, -2.1765], [0.1818, 0.8387, -0.4470], [-0.5901, -0.4658, 2.0807], [0.9607, 0.1836, 1.4905], [0.5548, -1.5884, 1.4199], [-1.8777, 0.3499, -1.3503], [-1.9183, -1.3255, -1.0167], [-2.7268, -0.9302, 1.3282], [-3.8466, -0.1450, 0.1370], [-2.6526, 0.8228, 1.0182]], "total_charge": 1, "spin_multiplicity": 2, "s2": 0.7539}



[7]
{"formula": "C6H12O2", "method": "the ωB97M-V functional and the def2-TZVPD basis", "species": ["C", "C", "C", "C", "C", "C", "O", "O", "H", "H", "H", "H", "H", "H", "H", "H", "H", "H", "H", "H"], "xyz": [[1.8465, -1.8580, -0.0964], [0.5531, -1.2535, -0.6575], [0.1543, 0.1187, -0.0791], [0.4630, 1.2281, -1.0955], [-1.3276, 0.1247, 0.2598], [-1.7768, 1.4176, 0.9214], [-1.5773, 2.5796, 0.7042], [-2.2894, 1.0771, 2.1716], [1.7050, -2.5817, 0.7093], [2.4568, -2.3703, -0.8801], [2.6462, -1.1951, 0.2438], [-0.2003, -2.0214, -0.3790], [0.6207, -1.1630, -1.7375], [0.8119, 0.3426, 0.8041], [1.3497, 1.0805, -1.6851], [-0.3338, 1.2899, -1.8347], [0.4947, 2.1679, -0.5471], [-1.8430, -0.1904, -0.6574], [-1.6310, -0.5795, 1.0439], [-2.1228, 1.7862, 2.7912]], "spin_multiplicity": 1, "smiles": "CC[C@@H](C)CC(=O)O"}



[8]
{"formula": "C6H12O2", "method": "the ωB97M-V functional and the def2-TZVPD basis", "species": ["C", "C", "C", "O", "C", "C", "C", "O", "H", "H", "H", "H", "H", "H", "H", "H", "H", "H", "H", "H"], "xyz": [[-1.3604, 1.3565, 0.4662], [-0.6662, 0.1173, -0.0847], [-1.2884, -1.1909, 0.6363], [-0.7166, 0.0368, -1.5033], [0.6503, 0.4611, -1.6516], [0.8547, 0.0999, -0.0012], [1.6186, -1.1957, 0.1636], [1.4564, 1.0373, 0.8219], [-2.4342, 1.2525, 0.3313], [-1.0369, 2.2499, -0.0656], [-1.1405, 1.4772, 1.5258], [-0.9080, -2.1080, 0.1995], [-1.1019, -1.1542, 1.7057], [-2.3557, -1.1616, 0.4330], [0.7243, 1.5078, -1.9625], [1.1925, -0.1930, -2.3364], [2.6619, -1.0077, -0.0817], [1.2296, -1.9613, -0.4991], [1.5761, -1.5247, 1.1990], [1.0444, 1.9010, 0.7036]], "spin_multiplicity": 1, "smiles": "CC1(C)OC[C@@]1(C)O"}



Calculated M in order - 100.2 100.2 100.2 100.2 100.2 100.2 116.2 116.2 g mol⁻¹
Calculated DFT total energy in order - -8461.98932 -8461.80417 -8461.86352 -8461.62005 -8452.33172 -8452.39284 -10511.45861 -10510.37405 eV